No. 1
Formula: C5H6O
Source: the Open Molecules 2025 dataset
Level of theory: wB97M-V/def2-TZVPD

The total charge is 0. The HOMO-LUMO gap (spin up / spin down) is 7.4 / 7.2 eV. For the relative energy (zero: lowest compared OMol25 entry of this formula, charge and spin), the calculation gives 422.8 kJ/mol. As for the SMILES: C=CC(=O)C=C. The highest occupied orbital energy (spin up / spin down) comes out at -8.487 / -8.362 eV. The LUMO energy (spin up / spin down) is -1.09 / -1.18 eV.

CARTESIAN COORDINATES (ANGSTROEM)
C  1.242  -0.382  0.174
C  1.210  1.024  0.229
C  -0.275  -0.708  -0.399
C  -0.123  1.360  -0.114
C  -1.298  -1.269  0.290
O  2.100  -1.234  0.110
H  2.074  1.675  0.206
H  -0.160  -0.990  -1.443
H  -1.510  -0.987  1.316
H  -0.956  1.252  0.568
H  -0.313  2.220  -0.761
H  -1.991  -1.962  -0.176

These are the Mulliken partial charges, in e, on atoms 1 to 5: atom 1 (C): 0.44, atom 2 (C): -0.29, atom 3 (C): -0.20, atom 4 (C): -0.54, atom 5 (C): -0.65

=====

No. 2
Formula: C5H6O
Source: the Open Molecules 2025 dataset
Level of theory: wB97M-V/def2-TZVPD

The total charge is 0. The HOMO-LUMO gap is 7.8 eV. For the relative energy (zero: lowest compared OMol25 entry of this formula, charge and spin), the calculation gives 415.6 kJ/mol. The highest occupied orbital energy comes out at -8.176 eV. The LUMO energy is -0.36 eV.

CARTESIAN COORDINATES (ANGSTROEM)
C  0.707  0.498  0.045
C  0.104  0.951  1.398
C  -1.027  -0.100  1.359
C  -0.487  -0.441  0.067
C  -0.863  -1.260  -0.943
O  -0.156  -1.252  -2.066
H  1.690  0.009  0.110
H  0.538  -0.585  -1.906
H  0.746  1.268  -0.744
H  -0.309  1.965  1.364
H  0.765  0.886  2.264
H  -1.709  -1.942  -0.948

These are the Mulliken partial charges, in e, on atoms 1 to 5: atom 1 (C): -1.05, atom 2 (C): -0.30, atom 3 (C): -0.95, atom 4 (C): 0.80, atom 5 (C): -0.03

=====

No. 3
Formula: C5H6O
Source: the Open Molecules 2025 dataset
Level of theory: wB97M-V/def2-TZVPD

The total charge is 0. The HOMO-LUMO gap is 11.0 eV. For the relative energy (zero: lowest compared OMol25 entry of this formula, charge and spin), the calculation gives 295.6 kJ/mol. As for the SMILES: C#C[C@H](O)C=C. The highest occupied orbital energy comes out at -9.960 eV. The LUMO energy is 1.02 eV.

CARTESIAN COORDINATES (ANGSTROEM)
C  1.126  -0.270  -1.159
C  0.441  0.818  -0.800
O  -1.604  0.010  -0.622
C  -0.659  0.665  0.227
C  -0.333  -0.157  1.408
C  -0.110  -0.855  2.365
H  -0.977  -0.550  -1.135
H  1.220  -1.107  -0.468
H  1.580  -0.372  -2.138
H  0.314  1.678  -1.454
H  -1.085  1.619  0.565
H  0.088  -1.479  3.209

These are the Mulliken partial charges, in e, on atoms 1 to 5: atom 1 (C): -0.72, atom 2 (C): -0.26, atom 3 (O): -0.49, atom 4 (C): -0.14, atom 5 (C): -0.60

=====

No. 4
Formula: C5H6O
Source: the Open Molecules 2025 dataset
Level of theory: wB97M-V/def2-TZVPD

The total charge is 0. The HOMO-LUMO gap is 10.5 eV. For the relative energy (zero: lowest compared OMol25 entry of this formula, charge and spin), the calculation gives 130.7 kJ/mol. As for the SMILES: O=C1C[C@H]2C[C@@H]12. The highest occupied orbital energy comes out at -9.507 eV. The LUMO energy is 1.03 eV.

CARTESIAN COORDINATES (ANGSTROEM)
O  -1.341  2.111  0.349
C  -0.693  1.137  0.058
C  -1.106  -0.181  -0.613
C  -0.025  -0.812  0.277
C  1.300  -0.395  -0.223
C  0.551  0.582  0.657
H  -2.146  -0.434  -0.399
H  -0.910  -0.279  -1.686
H  -0.197  -1.607  0.993
H  1.439  -0.213  -1.288
H  2.165  -0.827  0.273
H  0.963  0.918  1.602

These are the Mulliken partial charges, in e, on atoms 1 to 5: atom 1 (O): -0.58, atom 2 (C): 0.48, atom 3 (C): -0.67, atom 4 (C): -0.16, atom 5 (C): -0.54